Entry 1:
{"formula": "C4H10N2O3", "method": "the ωB97M-V functional and the def2-TZVPD basis", "symbols": ["C", "N", "O", "C", "O", "O", "H", "H", "H", "H", "H", "C", "N", "C", "H", "H", "H", "H", "H"], "coordinates": [[-0.61702, -2.50139, 0.09297], [-0.56793, -1.13978, -0.27657], [-1.12685, -0.24197, 0.69585], [-1.83949, 0.78155, 0.18947], [-2.17910, 1.68864, 0.88039], [-1.99362, 0.78599, -1.13705], [-1.67577, -2.98164, 0.21563], [-0.14104, -3.16809, -0.70825], [-0.26635, -2.55179, 1.14349], [0.44917, -0.96462, -0.54226], [-2.07289, -0.13282, -1.41261], [1.24536, 1.35300, -1.12543], [1.51157, 0.56134, -0.17379], [1.74162, 1.18913, 1.12861], [1.17556, 1.03920, -2.18019], [1.25582, 2.38503, -1.08079], [2.75239, 0.99198, 1.30451], [1.33678, 2.29752, 1.25234], [1.01178, 0.60872, 1.73368]], "lowdin_charge": [-0.135, -0.134, 0.011, -0.641, 0.145, 0.122, 0.101, 0.114, 0.080, 0.109, 0.108, -0.055, -0.111, -0.111, 0.086, 0.052, 0.053, 0.127, 0.076], "homo_ev": -9.39, "gap_ev": 10.14, "de_lowest_kcal_mol": 99.88, "total_energy_ha": -493.52595, "fmax_ev_per_a": 3.97}

Entry 2:
{"formula": "C28H20N7SSn", "method": "the ωB97M-V functional and the def2-TZVPD basis", "symbols": ["Sn", "C", "C", "N", "C", "C", "N", "C", "C", "C", "C", "C", "N", "C", "C", "N", "C", "C", "N", "C", "C", "C", "N", "C", "C", "H", "H", "H", "H", "H", "H", "H", "H", "H", "H", "H", "H", "C", "C", "C", "C", "C", "C", "C", "C", "C", "S", "C", "N", "H", "H", "H", "H", "H", "H", "H", "H"], "coordinates": [[-0.01634, -0.12384, -0.45385], [4.51418, 0.27784, -0.10836], [3.23206, -0.22881, -0.29295], [2.18022, 0.58479, -0.25893], [2.37992, 1.89373, -0.05179], [3.67185, 2.36514, 0.14533], [4.72882, 1.56495, 0.11434], [1.16468, 2.74890, -0.04338], [1.20188, 4.13003, 0.01804], [0.00629, 4.85018, 0.02602], [-1.19521, 4.14275, -0.03282], [-1.16857, 2.76199, -0.10886], [-0.00549, 2.08886, -0.10901], [-2.38800, 1.91885, -0.20554], [-3.68677, 2.41173, -0.17350], [-4.74680, 1.62135, -0.26480], [-4.53041, 0.32074, -0.38596], [-3.24465, -0.20672, -0.41980], [-2.18865, 0.59846, -0.32690], [0.01251, 6.32955, 0.08710], [-0.91103, 7.01048, 0.87951], [-0.86757, 8.39904, 0.91418], [0.03064, 9.01737, 0.18496], [0.92127, 8.44289, -0.58749], [0.94591, 7.05480, -0.65377], [5.37661, -0.37582, -0.14113], [3.05639, -1.28382, -0.46062], [3.86633, 3.41145, 0.34270], [2.14556, 4.65127, 0.07728], [-2.13361, 4.67647, -0.05187], [-3.88507, 3.47040, -0.07036], [-5.39503, -0.32636, -0.46182], [-3.06908, -1.27043, -0.51539], [-1.63227, 6.49219, 1.49754], [-1.53573, 8.99523, 1.52425], [1.59951, 9.07216, -1.15162], [1.66208, 6.57305, -1.30640], [-0.06004, -2.90478, -2.49806], [-0.04650, -3.42069, -1.09490], [-0.03443, -4.80261, -0.84059], [0.00680, -5.25913, 0.44908], [0.02378, -4.33540, 1.51504], [0.06099, -4.74602, 2.86856], [0.07572, -3.81955, 3.88885], [0.04540, -2.46465, 3.58990], [-0.01500, -2.00052, 2.26247], [-0.05128, -0.31876, 2.02035], [-0.02022, -2.96513, 1.19550], [-0.05042, -2.54370, -0.09356], [-0.07137, -3.72134, -3.21444], [0.82468, -2.29703, -2.70098], [-0.94686, -2.29114, -2.67839], [-0.04500, -5.49005, -1.67338], [0.03015, -6.32058, 0.65683], [0.07333, -5.80462, 3.09448], [0.10727, -4.14681, 4.91816], [0.05624, -1.72980, 4.38393]], "lowdin_charge": [1.234, -0.033, -0.045, -0.034, -0.176, -0.017, 0.150, -0.148, 0.088, -0.102, 0.089, -0.150, 0.012, -0.173, -0.017, 0.151, -0.033, -0.044, -0.038, -0.117, 0.065, 0.017, 0.307, 0.017, 0.064, 0.139, 0.132, 0.129, 0.130, 0.130, 0.129, 0.139, 0.132, 0.148, 0.170, 0.170, 0.147, -0.035, -0.310, 0.021, 0.060, -0.138, 0.011, -0.035, -0.079, -0.616, 0.695, -0.237, 0.001, 0.098, 0.078, 0.078, 0.131, 0.143, 0.131, 0.127, 0.113], "homo_ev": [-15.00, -14.98], "gap_ev": [2.48, 4.39], "de_lowest_kcal_mol": 34.31, "total_energy_ha": -2073.81957, "total_charge": 3, "fmax_ev_per_a": 2.53}

Entry 3:
{"formula": "C6H5BrMn2NO2", "method": "the ωB97M-V functional and the def2-TZVPD basis", "symbols": ["Mn", "Mn", "Br", "C", "C", "C", "C", "C", "C", "N", "O", "O", "H", "H", "H", "H", "H"], "coordinates": [[0.35317, -5.15774, 3.22476], [-0.93063, -4.01773, -0.62662], [-1.03753, -3.34619, 1.89318], [1.01913, 2.20780, 0.71088], [1.04156, 0.86824, 1.13269], [0.32825, -0.08493, 0.41597], [-0.29250, 0.24801, -0.79570], [-0.30135, 1.63410, -1.17919], [0.29760, 2.59805, -0.40175], [-0.93617, -0.72266, -1.64506], [-1.66546, -0.32183, -2.49486], [-0.79307, -1.93315, -1.32146], [1.44295, 3.05308, 1.23269], [1.50433, 0.59164, 2.06850], [0.39632, -1.11628, 0.72912], [-0.65170, 1.89072, -2.16803], [0.22508, 3.60883, -0.77519]], "lowdin_charge": [1.351, 1.196, 0.240, 0.005, -0.026, -0.035, -0.122, 0.057, -0.017, -0.288, 0.231, -0.157, 0.134, 0.117, 0.040, 0.136, 0.138], "homo_ev": [-18.04, -18.04], "gap_ev": [2.99, 2.91], "spin_multiplicity": 11, "de_lowest_kcal_mol": 15.65, "total_energy_ha": -5311.55159, "total_charge": 3, "fmax_ev_per_a": 3.72, "s_squared": 30.008}

Entry 4:
{"formula": "C21H48N2O3", "method": "the ωB97M-V functional and the def2-TZVPD basis", "symbols": ["C", "C", "N", "C", "C", "C", "C", "H", "H", "H", "H", "H", "H", "H", "H", "H", "H", "H", "H", "H", "H", "H", "C", "C", "N", "C", "C", "C", "C", "H", "H", "H", "H", "H", "H", "H", "H", "H", "H", "H", "H", "H", "H", "H", "C", "C", "O", "C", "H", "H", "H", "H", "H", "H", "C", "C", "O", "C", "H", "H", "H", "H", "H", "H", "C", "C", "O", "C", "H", "H", "H", "H", "H", "H"], "coordinates": [[-16.97324, 12.69978, -4.75480], [-15.60194, 12.10844, -5.11920], [-14.79403, 11.78203, -3.92426], [-14.36487, 13.00200, -3.17011], [-13.55540, 14.01069, -3.95785], [-13.64701, 10.93004, -4.25115], [-12.93500, 10.37226, -3.02092], [-17.03292, 13.78809, -4.76542], [-17.42738, 12.30077, -3.84780], [-17.69996, 12.50086, -5.54245], [-15.63346, 11.20434, -5.72723], [-15.07164, 12.70965, -5.85772], [-15.19896, 13.57919, -2.77104], [-13.81751, 12.75130, -2.26146], [-13.20489, 14.85985, -3.37119], [-12.61763, 13.60868, -4.34136], [-14.11435, 14.45083, -4.78363], [-12.98089, 11.26643, -5.04564], [-13.96864, 10.04669, -4.80283], [-12.09682, 9.69898, -3.20056], [-13.58378, 9.78007, -2.37555], [-12.64362, 11.15411, -2.31956], [-22.35239, 17.23317, 0.28438], [-21.08579, 17.46374, 1.07703], [-21.27960, 17.21367, 2.49152], [-22.09212, 18.11940, 3.25333], [-21.68170, 19.55856, 3.23481], [-20.02833, 16.80875, 3.21858], [-19.62671, 15.28704, 3.02801], [-22.87170, 16.30224, 0.51196], [-22.10990, 17.14017, -0.77422], [-23.15170, 17.97411, 0.29899], [-20.34771, 16.70327, 0.82201], [-20.65849, 18.43571, 0.83046], [-23.13777, 18.11588, 2.94559], [-22.14043, 17.68723, 4.25282], [-22.37673, 20.17458, 3.80538], [-20.66651, 19.69072, 3.60901], [-21.69243, 19.92810, 2.20943], [-20.09973, 16.99525, 4.29013], [-19.24550, 17.46848, 2.84436], [-19.39089, 14.96884, 2.01251], [-20.34817, 14.54776, 3.37594], [-18.76891, 15.12046, 3.67956], [-26.24539, 9.76183, -0.36415], [-25.00182, 10.49806, -0.85539], [-24.17457, 9.83602, -1.55666], [-24.85094, 11.97350, -0.38770], [-27.15838, 10.35710, -0.35004], [-26.04807, 9.47792, 0.66957], [-26.16632, 8.83979, -0.94007], [-23.84407, 12.39097, -0.38061], [-25.24004, 12.00193, 0.63010], [-25.52929, 12.58333, -0.98441], [-23.17209, 13.89271, 1.95873], [-24.34429, 14.31562, 2.78520], [-25.33541, 13.62399, 2.72607], [-24.37682, 15.56215, 3.74763], [-23.35016, 14.18635, 0.92424], [-23.02251, 12.81337, 1.93137], [-22.34471, 14.47213, 2.36839], [-25.30755, 15.65667, 4.30702], [-24.19137, 16.53539, 3.29317], [-23.61677, 15.59040, 4.52840], [-18.31664, 14.98097, -1.41772], [-19.74489, 15.04646, -1.60103], [-20.28740, 15.90706, -2.19195], [-20.52426, 13.94142, -0.95389], [-18.15051, 14.88187, -0.34502], [-17.88348, 15.91783, -1.76811], [-17.93105, 14.17753, -2.04534], [-21.57559, 14.12147, -1.17833], [-20.31033, 14.04724, 0.10966], [-20.30731, 12.95299, -1.35889]], "lowdin_charge": [-0.091, -0.251, -0.160, -0.245, -0.097, -0.276, -0.088, 0.062, 0.066, 0.066, 0.109, 0.103, 0.091, 0.094, 0.072, 0.072, 0.066, 0.109, 0.107, 0.075, 0.074, 0.051, -0.036, -0.165, 0.025, -0.234, -0.028, -0.114, -0.028, 0.064, 0.084, 0.092, 0.113, 0.155, 0.118, 0.130, 0.107, 0.094, 0.089, 0.129, 0.143, 0.051, 0.071, 0.089, -0.029, -0.412, 0.009, -0.022, 0.085, 0.086, 0.085, 0.051, 0.061, 0.090, -0.029, -0.436, 0.079, 0.000, 0.065, 0.103, 0.044, 0.088, 0.036, 0.072, -0.013, -0.592, 0.104, -0.007, 0.085, 0.100, 0.092, 0.081, 0.062, 0.102], "homo_ev": [-9.93, -9.93], "gap_ev": [7.36, 2.62], "spin_multiplicity": 2, "de_lowest_kcal_mol": 15.23, "total_energy_ha": -1163.76672, "total_charge": 1, "fmax_ev_per_a": 4.54, "s_squared": 0.754}